Record 1
Formula: C30H46Br18N2O4
Source: OMol25
Level of theory: ωB97M-V/def2-TZVPD

As for the lowest unoccupied orbital energy: -0.8 eV. The SMILES is O=[N+]([O-])c1ccccc1.O=[N+]([O-])c1ccccc1.BrCCBr.BrCCBr.BrCCBr.BrCCBr.BrCCBr.BrCCBr.BrCCBr.BrCCBr.BrCCBr. As for the spin multiplicity: 1. The HOMO energy is -9.57 eV. Its charge is 0. As for the total energy: -1303785.4424 eV.

Structure (XYZ):
```
100
C30H46Br18N2O4, DFT ωB97M-V/def2-TZVPD
Br 0.66864 3.83910 2.69621
C 0.78897 3.20137 4.56072
C 2.11826 3.65365 5.15104
Br 2.45160 2.70193 6.88786
H 0.71288 2.11520 4.51034
H -0.07710 3.56287 5.11510
H 2.32291 4.72044 5.24148
H 2.89351 3.18660 4.54362
Br 2.96309 -1.29401 5.51263
C 4.79946 -1.13793 4.82460
C 4.74813 -0.85829 3.34154
Br 3.69346 0.78588 2.93329
H 5.21809 -2.06053 5.22667
H 5.18372 -0.24567 5.31888
H 4.25501 -1.66597 2.80063
H 5.73193 -0.67807 2.90822
Br 4.84014 -1.29557 -1.03345
C 4.46421 -3.30388 -0.98410
C 5.32254 -4.16077 -1.97923
Br 7.26909 -4.11857 -1.56042
H 3.41328 -3.32486 -1.27257
H 4.53123 -3.61384 0.05875
H 5.24150 -3.77055 -2.99376
H 5.13339 -5.22764 -2.09796
Br -1.19665 -1.79429 -4.10044
C -2.03579 -1.49173 -5.89072
C -3.35886 -2.19717 -5.90523
Br -4.14189 -2.43241 -7.71567
H -1.26422 -1.74273 -6.61858
H -2.01777 -0.41111 -6.03225
H -4.09987 -1.66990 -5.30441
H -3.23236 -3.21084 -5.52499
Br 4.11321 -4.48554 2.73270
C 2.80880 -5.88808 3.21197
C 3.44677 -7.28031 3.26427
Br 5.06011 -7.44142 4.36026
H 1.92596 -5.88003 2.57273
H 2.47423 -5.64287 4.21995
H 3.67502 -7.68185 2.27697
H 2.66238 -7.94220 3.63134
Br -6.26508 0.96852 -0.61377
C -5.52702 1.05452 -2.42990
C -5.71810 -0.23820 -3.19106
Br -4.88094 -1.67972 -2.19415
H -4.47792 1.35009 -2.41887
H -6.07643 1.81978 -2.97819
H -5.36186 -0.24623 -4.22117
H -6.78205 -0.45181 -3.29345
Br -4.97892 3.29397 2.38397
C -4.08422 1.87350 3.40401
C -2.85584 2.40122 4.07395
Br -1.78829 0.79866 4.86265
H -3.98089 1.01033 2.74647
H -4.82074 1.60045 4.15972
H -3.11555 3.08347 4.88339
H -2.14644 2.94589 3.45092
Br 1.74307 -3.85058 -3.25802
C 1.32106 -5.16630 -4.56787
C 0.32858 -4.76086 -5.70122
Br 0.14892 -6.35875 -6.82193
H 0.84353 -5.99466 -4.04453
H 2.18102 -5.65046 -5.03064
H 0.71511 -3.90168 -6.24940
H -0.66668 -4.59368 -5.28940
Br 2.65835 5.35135 -0.07936
C 2.67389 3.56171 -0.90751
C 1.33550 2.87072 -0.84969
Br 1.19722 1.41752 -2.12434
H 3.44899 2.91715 -0.49297
H 3.00525 3.77706 -1.92335
H 0.54373 3.61329 -0.94862
H 1.11642 2.37188 0.09438
C -3.16816 4.23181 -0.58497
C -4.08406 5.05086 -1.29248
C -3.88184 6.38266 -1.34943
C -2.82209 6.97528 -0.62438
C -1.87733 6.14185 -0.01183
C -2.01594 4.74830 -0.02084
N -2.74090 8.43536 -0.46649
O -1.61821 8.87302 -0.19139
O -3.76360 9.11388 -0.64152
H -3.31987 3.16259 -0.57204
H -4.98785 4.66505 -1.74049
H -4.64766 6.99881 -1.79695
H -1.10109 6.54614 0.62094
H -1.42509 4.08246 0.59068
C 1.03454 -2.45586 1.00537
C 0.85827 -1.45975 1.94864
C -0.06421 -0.45858 1.70472
C -0.79593 -0.41880 0.55208
C -0.54219 -1.43352 -0.48998
C 0.34798 -2.46234 -0.17877
N -1.47993 0.81506 0.14277
O -1.55983 1.70735 1.00007
O -1.95497 0.94818 -0.94804
H 1.60517 -3.34802 1.21712
H 1.46999 -1.62008 2.82415
H -0.13709 0.43657 2.30456
H -1.03626 -1.38159 -1.44894
H 0.46739 -3.28317 -0.87042
```

Record 2
Formula: C30H46BrN3P2Pb
Source: OMol25
Level of theory: ωB97M-V/def2-TZVPD

As for the lowest unoccupied orbital energy (alpha / beta): -9.7 / -10.0 eV. The energy above the lowest of the compared OMol25 structures with the same formula, charge and spin is 340.0 kJ/mol. As for the spin multiplicity: 1. The HOMO energy (alpha / beta) is -13.05 / -13.00 eV. Its charge is +2. As for the total energy: -130173.1510 eV.

Structure (XYZ):
```
83
C30H46BrN3P2Pb, DFT ωB97M-V/def2-TZVPD
C -1.09287 3.03475 -4.87572
C -1.48479 3.80534 -3.75674
C -2.11210 5.03001 -4.02026
C -2.56409 5.28943 -5.32165
N -2.33659 4.44297 -6.32349
C -1.60553 3.35196 -6.13363
C -1.26801 3.27711 -2.40860
C -0.56341 2.30686 -1.86872
C 0.44925 1.30149 -1.77655
C 0.05388 -0.04677 -1.79596
C 0.78780 -0.97414 -1.06876
C 1.98191 -0.58828 -0.45717
C 2.50660 0.68769 -0.67983
C 1.76083 1.64680 -1.36494
Pb -1.97815 2.87012 -0.36657
P -1.72825 -1.61694 1.84758
H -2.25734 5.77773 -3.24782
H -0.43551 2.17891 -4.78692
H -3.12198 6.20110 -5.54789
H -1.41542 2.69975 -6.99148
H 2.14160 2.66201 -1.50123
H -0.88812 -0.32961 -2.27928
H 3.47217 0.91081 -0.24871
H 0.45631 -1.99637 -0.95458
C -1.86304 -2.60722 3.40514
C -3.20213 -2.69286 4.13256
H -1.12806 -2.12154 4.06587
H -1.47947 -3.61206 3.18002
H -3.08077 -3.31684 5.02873
H -3.53739 -1.70195 4.46335
H -3.99549 -3.14794 3.52389
C -3.43463 -0.89131 1.67960
C -3.78924 -0.43932 0.26364
H -3.43306 -0.02898 2.36566
H -4.18764 -1.59750 2.05645
H -4.60025 0.29767 0.31274
H -2.93903 0.03046 -0.25486
H -4.14252 -1.27407 -0.35830
C -1.83222 -2.96351 0.57666
C -2.98768 -3.94542 0.75862
H -0.86059 -3.48306 0.64722
H -1.87263 -2.49352 -0.41811
H -2.91081 -4.72378 -0.00911
H -2.95478 -4.44664 1.73223
H -3.97482 -3.47841 0.64777
Br 2.74943 -1.69008 0.81635
P 0.70539 2.96817 2.90872
C -0.56422 1.63136 3.17457
C -1.11108 1.70942 4.60242
H -0.04668 0.68016 2.98865
H -1.36121 1.71998 2.41844
H -1.94596 1.01177 4.71406
H -0.35782 1.42783 5.35306
H -1.47576 2.71594 4.83462
C 2.20386 1.88035 2.81932
C 3.25973 2.32798 3.82478
H 2.60695 1.89214 1.79656
H 1.89457 0.84571 3.01295
H 4.07687 1.60511 3.78717
H 3.66516 3.31254 3.56677
H 2.84688 2.35695 4.84465
C 0.74360 3.55207 1.17039
C 0.22135 4.98457 1.04690
H 0.17081 2.76533 0.64768
H 1.77116 3.45702 0.79586
H 0.07576 5.24935 -0.00360
H -0.70634 5.15085 1.60452
H 0.94793 5.69820 1.46071
C 2.94424 -6.40007 -1.77215
C 3.12755 -4.97315 -2.05591
C 4.27838 -4.20418 -2.26404
C 3.81702 -2.88626 -2.51939
N 2.47005 -2.84876 -2.47314
N 2.09194 -4.12121 -2.19780
C 4.64378 -1.69609 -2.78508
H 2.86477 -6.97003 -2.71155
H 3.80566 -6.80221 -1.22233
H 2.03419 -6.59061 -1.18162
H 5.30368 -4.52451 -2.23935
H 1.10843 -4.34795 -2.08445
H 5.19742 -1.41013 -1.87860
H 5.37463 -1.91231 -3.57718
H 4.01595 -0.85023 -3.09380
```

Record 3
Formula: C30H46BrN3P2Sr
Source: OMol25
Level of theory: ωB97M-V/def2-TZVPD

As for the lowest unoccupied orbital energy: -7.5 eV. The energy above the lowest of the compared OMol25 structures with the same formula, charge and spin is 218.0 kJ/mol. As for the spin multiplicity: 1. The HOMO energy is -11.45 eV. Its charge is +2. As for the total energy: -125767.5468 eV.

Structure (XYZ):
```
83
C30H46BrN3P2Sr, DFT ωB97M-V/def2-TZVPD
C -1.92622 6.24285 -2.08452
C -2.14295 4.85445 -2.11843
C -2.39595 4.27583 -3.37677
C -1.92739 4.94941 -4.51119
N -1.46158 6.19202 -4.45255
C -1.49905 6.84605 -3.29557
C -1.86841 3.92152 -1.00223
C -0.94512 3.05678 -0.92830
C 0.05048 2.07376 -0.73600
C 1.00670 2.23582 0.30541
C 1.83230 1.17829 0.63549
C 1.67162 -0.07694 0.01123
C 0.85886 -0.17922 -1.14749
C 0.09516 0.89772 -1.55418
Sr -2.52158 2.28885 0.74202
P 2.72755 -1.44226 0.52054
H -2.75347 3.25466 -3.43968
H -1.94864 6.81055 -1.16127
H -1.91572 4.45357 -5.47898
H -1.15080 7.88039 -3.31093
H -0.45210 0.88549 -2.51259
H 1.05962 3.21419 0.79006
H 0.87408 -1.09971 -1.76020
H 2.60588 1.35363 1.38603
C 2.03604 -2.56151 1.76773
C 2.44123 -4.03083 1.59182
H 0.93691 -2.43037 1.73454
H 2.36224 -2.18444 2.75235
H 2.15589 -4.60836 2.48150
H 1.92148 -4.47694 0.73433
H 3.52344 -4.16209 1.45342
C 3.19788 -2.18584 -1.02593
C 3.58289 -1.19135 -2.12307
H 2.35968 -2.82768 -1.31696
H 4.03983 -2.84636 -0.79078
H 3.69715 -1.72097 -3.07523
H 2.86277 -0.39199 -2.28760
H 4.53853 -0.71304 -1.90336
C 4.20439 -0.68454 1.26583
C 5.32857 -1.70517 1.32076
H 3.90440 -0.32966 2.26785
H 4.46666 0.18690 0.64205
H 6.25176 -1.21912 1.64699
H 5.09446 -2.51640 2.02033
H 5.52052 -2.12662 0.32769
Br -0.99547 -0.90764 1.14736
P -2.89080 -3.04154 -1.40544
C -1.10232 -3.44476 -1.37934
C -0.95282 -4.92088 -1.75939
H -0.71769 -3.21075 -0.37822
H -0.56954 -2.80040 -2.08925
H 0.09088 -5.19892 -1.92199
H -1.35361 -5.57546 -0.98050
H -1.49587 -5.14027 -2.68406
C -3.47838 -3.05898 0.30437
C -4.83771 -3.77704 0.42984
H -3.51567 -2.02310 0.65693
H -2.71983 -3.56704 0.91305
H -5.13595 -3.84247 1.48127
H -5.62854 -3.24408 -0.11143
H -4.79414 -4.80054 0.03605
C -3.06178 -1.41102 -2.19132
C -3.35114 -1.68600 -3.67963
H -2.16184 -0.80498 -2.02675
H -3.91540 -0.91114 -1.71130
H -3.65149 -0.77938 -4.20961
H -2.47523 -2.09840 -4.19264
H -4.16342 -2.41658 -3.78251
C 1.09185 0.74009 5.16874
C 0.41686 1.72809 4.31176
C 0.37863 3.12678 4.36748
C -0.44637 3.55246 3.31885
N -0.93823 2.46053 2.67280
N -0.39247 1.38017 3.30291
C -0.85590 4.89719 2.88573
H 2.12237 1.06535 5.38530
H 0.56376 0.62619 6.13171
H 1.13905 -0.25526 4.70105
H 0.89103 3.76352 5.06137
H -0.52388 0.45115 2.87324
H -1.94588 5.04013 3.00238
H -0.34927 5.64631 3.51224
H -0.57384 5.09738 1.83480
```

Record 4
Formula: C30H46I2N3O15
Source: OMol25
Level of theory: ωB97M-V/def2-TZVPD

As for the lowest unoccupied orbital energy: -4.1 eV. As for the spin multiplicity: 1. The HOMO energy is -11.63 eV. Its charge is +1. As for the total energy: -83226.0796 eV.

Structure (XYZ):
```
96
C30H46I2N3O15, DFT ωB97M-V/def2-TZVPD
C -1.76412 -0.14464 5.56294
C -1.13702 -0.51522 4.30529
N -1.84328 -1.60340 3.54900
C -2.58095 -1.48264 2.29904
C -2.82556 -0.17066 1.41600
I -1.07316 1.01158 0.93641
C -4.14384 0.19714 0.98638
C -4.46098 1.52538 0.13773
I -5.91532 -1.01476 1.48730
N -3.08797 -2.79722 2.04286
C -2.69733 -3.72605 3.08439
C -3.15502 -5.25287 3.08434
O -4.21175 -5.49240 4.06002
C -5.16215 -4.41351 4.07643
O -6.44767 -4.86750 4.61705
C -7.28335 -3.67681 4.58114
C -7.96507 -3.31374 5.98591
O -8.60753 -2.00612 5.80624
C -1.85386 -2.93859 4.10724
N -1.28954 -3.48630 5.33274
C 0.20403 -3.36662 5.40140
C 0.95796 -3.42362 3.98595
H -2.78646 0.36164 5.54048
H -1.20651 -0.42486 6.51577
H -0.17323 -0.04673 3.91167
H -5.30551 1.26646 -0.60581
H -4.91228 2.28100 0.88071
H -3.55106 1.96647 -0.38352
H -3.65908 -3.06116 1.23045
H -3.43707 -5.59661 2.02904
H -2.23748 -5.86334 3.42950
H -5.41137 -3.99438 3.02782
H -4.81682 -3.57859 4.80170
H -6.72209 -2.73389 4.21416
H -8.12820 -3.83860 3.81230
H -8.80042 -4.05760 6.19496
H -7.18666 -3.26341 6.83275
H -7.93422 -1.36626 5.46499
H -1.60159 -4.46565 5.37189
H 0.47778 -2.45882 6.04747
H 0.57179 -4.28571 5.99966
H 2.03993 -3.75982 4.21277
H 0.96781 -2.37072 3.54354
H 0.51462 -4.22336 3.29155
C 5.43744 -4.51661 0.77364
C 4.64656 -5.55416 1.54053
C 4.11806 -6.67289 0.69211
O 2.98351 -7.10213 1.43899
C 2.54580 -6.01821 2.13481
O 1.50173 -5.96700 2.72584
O 3.44371 -4.99637 2.06941
H 5.55261 -3.60628 1.36699
H 6.42760 -4.89559 0.51201
H 4.92424 -4.22800 -0.14799
H 5.23853 -5.92946 2.38268
H 4.83499 -7.48618 0.57182
H 3.77566 -6.34812 -0.29531
C -1.35334 3.22625 -3.08899
C -0.25576 2.41647 -3.74558
C 0.50036 1.53012 -2.80065
O 1.75723 1.39906 -3.45476
C 1.92616 2.53068 -4.19497
O 2.95250 2.84418 -4.73049
O 0.77886 3.26240 -4.24252
H -1.67426 4.04044 -3.74362
H -2.21655 2.59772 -2.85754
H -1.00426 3.68859 -2.16077
H -0.66206 1.85301 -4.59292
H 0.02833 0.55531 -2.66759
H 0.67064 1.98314 -1.81847
C 5.72470 3.94565 -5.33361
C 6.71170 3.89094 -4.18853
C 6.30214 4.69283 -2.98799
O 7.55644 4.98701 -2.38310
C 8.47798 4.99787 -3.38855
O 9.60301 5.38976 -3.27187
O 7.94711 4.50876 -4.54470
H 6.18878 3.59075 -6.25745
H 4.84536 3.33255 -5.12041
H 5.39273 4.97080 -5.52289
H 6.92374 2.84818 -3.92593
H 5.66308 4.13191 -2.30409
H 5.81310 5.63885 -3.24115
C 1.60750 7.96790 -6.68656
C 0.81304 6.92403 -5.93198
C 0.28660 5.81374 -6.79275
O -0.85074 5.37797 -6.05449
C -1.28982 6.45780 -5.34897
O -2.33431 6.50362 -4.76176
O -0.38995 7.47828 -5.40211
H 1.72157 8.87248 -6.08433
H 2.59829 7.59025 -6.94856
H 1.09762 8.26570 -7.60701
H 1.40189 6.53996 -5.09125
H 1.00386 5.00098 -6.91777
H -0.05208 6.14753 -7.77846
```

Record 5
Formula: C30H46LuO2P2
Source: OMol25
Level of theory: ωB97M-V/def2-TZVPD

As for the lowest unoccupied orbital energy: -2.7 eV. The energy above the lowest of the compared OMol25 structures with the same formula, charge and spin is 0.0 kJ/mol. As for the spin multiplicity: 1. The HOMO energy is -8.83 eV. Its charge is +1. As for the total energy: -88141.5464 eV.

Structure (XYZ):
```
81
C30H46LuO2P2, DFT ωB97M-V/def2-TZVPD
Lu -1.29869 0.71549 -0.27943
C 1.84746 0.53779 -0.42566
C 1.16787 1.12076 0.69276
C 1.44534 -1.13373 1.09438
C 1.97894 -0.84540 -0.18560
C 0.90657 0.05720 1.62891
C 2.48403 1.22478 -1.56042
H 2.23130 2.28470 -1.61470
H 2.20634 0.76706 -2.52040
H 3.58320 1.17950 -1.51160
C 2.65218 -1.81868 -1.05761
H 2.76072 -1.43450 -2.07207
H 2.08736 -2.75715 -1.13469
H 3.65736 -2.08423 -0.69691
C 1.58344 -2.41862 1.80838
H 2.58856 -2.53646 2.23772
H 1.43193 -3.27606 1.14639
H 0.86927 -2.51303 2.63145
C 0.38065 0.22072 3.00009
H 1.19772 0.32275 3.72684
H -0.20380 -0.65014 3.31161
H -0.25789 1.10106 3.12005
C 1.12201 2.57080 1.01602
H 1.93127 2.83982 1.71568
H 0.19027 2.88308 1.51347
H 1.26007 3.21457 0.14019
C -3.69142 2.04576 -2.66277
C -3.13179 3.36815 -3.24662
C -3.27360 4.68342 -2.47858
C -3.37942 4.63461 -0.93865
C -2.86375 3.43124 -0.12944
C -4.00241 2.75234 0.61632
C -5.15616 2.30205 -0.32429
C -5.00311 2.26241 -1.84680
H -4.15613 5.24361 -2.87279
H -4.44268 4.82444 -0.68005
H -2.44359 5.35896 -2.79531
H -5.34158 3.22186 -2.27578
H -4.05203 1.48764 -3.57135
H -3.43456 3.48291 -4.28970
H -5.70608 1.47372 -2.20343
H -5.59171 1.35043 -0.00478
H -4.44502 3.39754 1.40611
H -5.96551 3.02570 -0.15449
H -2.83693 5.51910 -0.55703
H -2.02792 3.75803 0.52108
P -1.48041 2.69755 -3.17587
C -1.15975 1.64508 -4.58063
C -0.25513 3.64962 -2.35000
P -3.29678 1.34563 1.63593
C -2.42257 1.58621 -2.01626
C -2.90091 2.21127 3.17047
C -4.60160 0.15348 2.00327
H -0.99493 0.59240 -4.28561
H -0.23071 1.99442 -5.04777
H -1.96051 1.69446 -5.32857
H -0.52949 3.92123 -1.31822
H -0.13234 4.58163 -2.91511
H 0.70971 3.12060 -2.33028
H -5.47861 0.24591 1.36278
H -4.94296 0.22664 3.04261
H -4.18219 -0.85154 1.84025
H -2.19746 0.44691 -2.01705
H -2.50996 2.24191 -0.98944
H -2.54493 1.49013 3.92827
H -3.74976 2.77789 3.58883
H -2.08401 2.93544 3.00598
O -0.68510 -1.01635 -1.66425
C -1.06387 -1.90200 -0.79380
O -1.71596 -1.44066 0.23260
C -0.71272 -3.31362 -0.91474
C 0.03698 -3.72838 -2.03478
C 0.53242 -5.02547 -2.07584
C 0.30915 -5.89715 -0.99102
C -0.43134 -5.47118 0.11239
C -0.94350 -4.17308 0.16266
H 0.20498 -3.03234 -2.86886
H 1.09385 -5.38950 -2.93732
H 0.71876 -6.90550 -0.99982
H -0.63508 -6.14829 0.95197
H -1.52798 -3.79264 1.00754
```

Q: Which of these has the lowest total energy?
A: C30H46Br18N2O4

Q: What is the total energy in the fifth record?
A: -88141.5464 eV